Record 1
This record from the Open Molecules 2025 dataset describes a cluster of 8 separate species, C42H92F3NO20 in total at a distorted geometry. The level of theory is ωB97M-V/def2-TZVPD.

XYZ file:
```
158
Properties=species:S:1:pos:R:3:mulliken_charge:R:1
H 11.646 11.316 -12.869 0.257
H 6.540 11.535 -6.251 0.389
H 21.304 13.489 -13.180 0.209
C 9.138 16.378 -20.012 -0.565
H 12.169 23.142 0.764 0.301
F 7.571 9.270 -16.876 -0.241
O 6.227 9.613 -5.265 -0.251
H 6.403 9.244 -1.826 0.326
C 10.908 23.070 -1.579 -0.610
O 10.460 22.721 -0.276 -0.330
C 16.359 6.185 -11.203 -0.656
H 16.114 16.100 -19.543 0.363
H 17.118 5.402 -11.225 0.389
H 6.810 4.154 -18.534 0.386
H 11.634 22.562 2.922 0.334
H 4.089 10.619 -7.035 0.133
H 3.131 15.815 -23.006 0.235
H 3.787 8.754 -4.370 0.262
C 11.978 12.999 -11.671 0.361
C 13.555 3.667 -11.896 -0.564
H 3.767 10.516 -4.257 0.192
H 16.031 5.938 -9.170 0.335
H 15.636 8.411 -7.916 0.340
H 10.574 21.144 4.550 0.300
C 3.655 9.593 -3.688 -0.577
H 15.649 3.480 -11.252 0.250
C 11.442 3.084 -10.968 -0.653
C 16.965 14.726 -17.479 -0.615
H 9.405 18.445 -16.494 0.327
C 6.850 10.495 -6.357 -0.530
H 25.755 12.632 -11.661 0.327
H 14.666 4.265 -10.061 0.284
H 17.008 7.335 -9.641 0.397
H 4.781 4.044 -16.823 0.314
C 3.465 15.458 -22.032 -0.726
C 17.183 16.156 -19.341 -0.750
H 6.394 8.876 -7.826 0.360
H 2.640 9.419 -3.329 0.314
H 8.318 17.197 -15.718 0.253
C 23.798 11.286 -12.334 -0.602
H 11.750 19.992 -4.444 0.279
H 16.597 21.956 -19.534 0.324
O 10.485 20.957 2.524 -0.321
H 10.231 17.195 -18.560 0.435
H 11.339 4.169 -11.004 0.310
C 21.545 13.317 -12.131 -0.233
C 9.155 17.256 -18.725 -0.566
H 8.870 21.307 3.812 0.273
O 6.707 6.077 -17.723 -0.296
H 10.044 23.536 -2.054 0.341
C 6.756 16.406 -20.544 -0.354
H 13.040 4.563 -12.243 0.437
H 22.148 11.226 -13.736 0.333
O 8.748 16.663 -17.527 -0.311
C 6.011 9.143 -2.838 -0.568
H 22.205 10.130 -12.220 0.305
H 22.498 13.832 -12.008 0.283
H 9.982 15.704 -19.863 0.317
F 7.697 8.254 -18.747 -0.229
H 10.008 16.925 -15.804 0.268
O 5.465 10.538 -8.605 -0.411
H 11.922 12.594 -13.818 0.277
N 11.761 13.579 -10.692 -0.353
C 8.003 8.192 -17.502 0.827
H 18.219 21.639 -19.845 0.257
H 18.341 17.550 -18.346 0.324
H 11.844 21.424 0.353 0.236
H 16.761 15.584 -16.839 0.172
H 13.304 11.909 -13.081 0.273
H 3.432 10.530 -8.633 0.279
C 14.767 8.051 -8.466 -0.904
H 17.714 18.660 -16.149 0.386
C 6.724 9.926 -3.988 -0.493
C 17.520 21.708 -19.011 -0.790
H 11.827 19.388 -2.765 0.305
H 7.809 9.853 -3.914 0.417
O 21.459 11.924 -11.867 -0.329
H 7.924 10.495 -6.175 0.454
H 9.746 19.764 4.113 0.253
H 19.380 17.171 -10.694 0.278
C 9.840 20.809 3.817 -0.708
O 24.236 12.493 -12.994 -0.303
H 2.726 15.764 -21.291 0.272
C 5.826 3.962 -16.523 -1.042
H 5.752 4.526 -15.593 0.292
H 14.216 8.990 -8.404 0.321
H 9.549 17.058 -20.758 0.348
C 12.278 12.204 -12.865 -0.813
C 25.646 12.643 -12.746 -0.757
O 16.435 17.747 -17.722 -0.287
C 4.250 10.163 -8.012 -0.520
H 19.252 15.896 -9.541 0.301
H 5.041 15.304 -19.835 0.288
O 4.638 16.169 -21.659 -0.326
H 17.312 18.150 -19.685 0.272
O 17.511 20.455 -18.353 -0.280
C 19.419 16.085 -10.601 -0.745
H 15.502 20.248 -17.743 0.320
C 16.501 20.185 -17.311 -0.545
C 16.094 6.782 -9.856 -0.392
O 15.005 7.584 -9.778 -0.282
O 12.794 2.705 -11.144 -0.354
H 9.953 22.872 2.301 0.318
H 5.783 14.507 -21.240 0.348
C 17.344 17.534 -18.786 -0.188
H 16.027 18.659 -15.932 0.313
H 17.387 13.918 -16.881 0.285
H 12.260 22.399 -3.162 0.364
H 6.961 16.774 -21.549 0.288
C 11.415 22.356 0.720 -0.354
H 26.016 13.573 -13.176 0.248
O 20.492 15.405 -11.223 -0.324
F 9.290 8.102 -17.336 -0.246
H 6.456 10.975 -3.859 0.344
C 10.878 22.308 2.179 -0.546
H 18.487 15.778 -11.077 0.300
H 12.172 21.444 -1.740 0.217
H 16.477 6.890 -12.026 0.273
H 10.330 19.195 -3.902 0.215
C 11.546 21.977 -2.455 -0.313
H 7.791 4.256 -17.226 0.297
H 4.213 9.076 -7.943 0.294
H 3.524 14.383 -21.858 0.322
H 6.072 2.913 -16.354 0.337
H 24.029 11.219 -11.271 0.394
C 6.610 9.944 -7.825 -0.619
C 5.537 15.469 -20.791 -0.463
H 15.945 14.404 -17.694 0.291
C 14.843 4.205 -11.134 -0.294
H 16.605 20.921 -16.514 0.434
H 24.309 10.411 -12.735 0.510
C 7.407 6.877 -16.868 0.428
O 17.754 15.123 -18.601 -0.351
C 9.186 17.387 -16.350 -0.740
H 7.431 10.136 -8.516 0.309
C 6.805 4.598 -17.539 -0.290
C 20.418 13.987 -11.294 -0.500
H 14.540 7.270 -7.740 0.360
C 11.173 19.784 -3.543 -0.656
O 15.315 5.405 -11.762 -0.316
C 22.363 11.109 -12.674 -0.591
H 10.712 2.589 -11.609 0.251
H 6.523 17.291 -19.952 0.282
O 4.589 9.424 -2.648 -0.412
H 11.075 2.756 -9.996 0.243
O 7.505 6.578 -15.660 -0.536
H 20.282 13.679 -10.257 0.343
H 17.644 16.185 -20.329 0.395
H 17.662 22.562 -18.350 0.290
H 26.245 11.779 -13.034 0.301
H 6.117 8.091 -3.100 0.306
H 13.952 3.133 -12.760 0.224
H 8.932 18.303 -18.930 0.386
H 11.532 23.963 -1.554 0.416
C 16.784 18.736 -16.712 -0.620
O 7.874 15.665 -20.193 -0.318
H 19.499 13.805 -11.851 0.253
O 10.657 21.002 -3.002 -0.314
```

Output
SMILES: CCOC(=O)C(F)(F)F.COCCOCCOC.COCCOCCOC.COCCOCCOC.COCCOCCOC.COCCOCCOC.COCCOCCOC.CC#N
Total charge: 0
Orbital gap, eV: 9.48
Highest occupied orbital energy, eV: -9.23
Molecular weight, g/mol: 988.179

Record 2
This record from the Open Molecules 2025 dataset describes a structure of composition C46H64BClIN6OPPr at a distorted geometry. The level of theory is ωB97M-V/def2-TZVPD.

XYZ file:
```
122
Properties=species:S:1:pos:R:3:mulliken_charge:R:1
H 0.543 3.102 -2.353 -0.375
H 3.972 -1.650 5.201 0.419
C -4.078 2.440 -5.419 -0.717
H -1.249 0.265 3.613 -0.258
H -0.123 -2.670 -3.864 0.163
C 4.792 -0.119 1.519 -0.951
H 0.227 -1.492 -4.795 0.263
C -4.050 -3.089 -3.535 -0.806
I 2.994 2.017 -3.764 0.023
H 0.956 5.618 0.370 0.410
H 0.238 -1.336 5.183 0.348
H 0.665 -0.569 3.647 -1.053
C -4.902 -3.534 -2.537 -0.679
H -2.574 -1.645 -4.090 0.331
C -3.520 0.901 1.795 -1.168
H 1.521 -2.029 4.188 0.626
C 0.677 -4.195 -1.997 -1.768
N 0.263 -1.361 1.120 0.739
C -3.244 -1.340 -2.077 0.676
H -1.203 -4.248 1.446 0.583
H 1.162 -4.846 -1.273 0.391
H -4.027 -3.591 -4.491 0.465
N 2.596 -0.010 1.239 0.514
C -2.845 0.343 0.726 -0.769
H -1.083 0.892 5.258 0.583
C -4.860 1.929 -4.393 -0.868
H -2.096 2.616 -6.221 0.559
H -4.163 -1.296 -0.130 0.513
H 1.613 3.057 4.089 0.369
H -2.335 1.519 4.195 0.297
O -0.117 -1.705 -3.919 -0.414
H 0.819 2.415 5.523 0.527
H 1.974 -0.127 -5.010 0.417
C -0.259 -2.325 1.925 0.832
C -3.414 2.250 -0.620 -0.899
C -0.437 -2.379 3.416 0.949
H -3.388 2.786 -1.556 0.411
C -0.318 4.316 -0.818 0.231
H 0.550 -4.761 -2.919 0.397
C 3.522 -0.191 3.665 2.256
N 3.189 0.047 -0.015 -0.205
H -1.455 -2.022 3.628 0.177
C -4.119 2.144 1.669 -1.123
C -1.313 1.154 4.228 -1.229
C -4.272 1.223 -3.359 -0.558
Pr 0.952 0.174 -1.888 0.489
H -0.247 -3.827 5.006 0.425
C -2.709 2.241 -5.418 -0.632
C -2.840 0.988 -0.510 1.366
H 5.765 -0.192 1.959 0.586
H -1.150 -3.049 -2.170 -1.751
H -1.216 4.921 -0.650 0.508
H -4.537 2.989 -6.224 0.426
H -2.332 -0.603 0.841 0.444
H 6.280 -1.033 -2.575 0.501
H 1.503 1.317 4.336 0.302
H 6.837 1.615 -1.729 0.410
C 4.282 0.986 4.288 -1.691
H 4.640 -1.457 -2.062 0.220
C 0.566 -1.517 4.161 -0.258
H -5.595 -3.220 -0.537 0.462
H -1.202 -4.417 3.659 0.450
H -1.190 -5.624 -0.546 0.347
H 1.039 0.106 -0.078 -0.025
P -2.104 0.104 -1.931 2.222
N 0.125 -1.776 -0.187 0.442
H -5.929 2.080 -4.406 0.476
H -4.484 3.806 0.366 0.488
H 3.317 -0.667 -4.051 0.497
H -3.595 0.357 2.723 0.769
H 6.475 -0.411 -0.376 0.439
H 5.207 -1.523 3.951 0.426
C -0.453 -2.971 -0.187 -0.941
H 1.824 4.643 -0.821 0.284
C -2.133 1.545 -4.368 0.927
H -4.646 2.577 2.503 0.441
H 4.963 0.077 -2.902 -0.029
C -0.361 2.244 3.732 0.449
C -4.928 -2.883 -1.317 -0.766
N 0.287 1.416 1.305 0.711
C -2.890 1.035 -3.320 -0.614
C -0.564 3.446 1.582 -1.184
H -0.318 4.528 -2.965 0.529
H -1.248 3.144 -2.375 -0.580
C -0.202 2.283 2.235 0.574
C -4.106 -1.792 -1.086 -0.337
C 2.353 -0.154 -3.979 -1.211
C 0.914 5.215 -0.640 -1.584
H 0.876 6.049 -1.337 0.453
C -0.679 -3.731 -1.453 3.483
H -0.826 3.207 3.972 0.732
C 5.971 1.541 -1.075 -1.368
H 3.947 1.930 3.867 0.315
H -1.826 -5.413 -2.175 0.435
Cl -0.419 1.297 -4.353 -0.096
C 3.580 -0.106 2.173 0.599
B 1.036 0.029 1.089 -0.539
H -2.570 -4.550 -0.829 0.475
H -0.986 4.325 2.028 0.634
H 2.495 -0.149 4.005 -1.503
H 3.697 -2.360 3.602 0.357
C 0.982 2.253 4.460 -2.013
H -4.881 0.816 -2.563 0.483
H 5.349 0.892 4.112 0.444
C -0.724 -3.352 1.119 -1.337
C -1.625 -4.905 -1.235 -2.211
C -0.343 3.732 -2.224 0.186
H 0.556 -4.305 3.515 0.388
C 4.135 -1.516 4.133 -1.821
C 5.347 -0.635 -2.181 -1.103
C -4.037 2.829 0.470 -0.938
C -3.230 -2.000 -3.307 -0.473
H 1.336 -3.339 -2.173 0.419
H 6.209 2.026 -0.132 0.411
N 0.219 2.032 0.066 0.738
C -0.331 -3.825 3.923 -1.751
H 4.113 1.007 5.363 0.415
H -5.543 -4.385 -2.712 0.391
C 5.611 0.067 -0.851 0.326
C -0.265 3.257 0.238 -1.018
C 4.507 -0.018 0.160 -0.305
H 5.139 2.073 -1.532 0.154
```

Output
Total charge: +1
Orbital gap (spin up / spin down), eV: 8.70 / 8.86
Spin multiplicity: 3
Highest occupied orbital energy (spin up / spin down), eV: -10.89 / -10.90
Molecular weight, g/mol: 1062.110

Record 3
This record from the Open Molecules 2025 dataset describes a cluster of 2 separate species, C5H13N4P in total at a distorted geometry. The level of theory is ωB97M-V/def2-TZVPD.

XYZ file:
```
23
Properties=species:S:1:pos:R:3:mulliken_charge:R:1
H -1.287 -2.632 -0.085 0.272
N -3.603 -0.290 0.079 -0.157
C 3.782 0.394 0.025 -0.566
H 6.917 -1.755 0.015 0.261
H 3.509 0.955 -0.903 0.271
C 0.072 -0.435 0.258 -0.104
H 0.157 -1.242 1.047 0.343
C 6.866 -0.654 0.195 -0.543
H -2.820 1.529 0.378 0.296
H -4.191 1.565 -0.802 0.330
H 1.011 0.826 -1.072 0.249
H -4.627 1.682 0.745 0.291
H 3.188 -0.038 0.831 0.295
N -1.338 -0.095 -0.018 -0.279
H -4.365 -0.906 -0.114 0.223
N -2.282 -2.205 0.157 -0.385
H -1.485 0.675 -0.633 0.309
H -2.984 -2.872 0.237 0.211
C -3.812 1.156 0.123 -0.762
N 1.020 0.101 -0.324 -0.479
H 7.834 -0.240 0.280 0.296
P 5.380 0.115 0.129 0.990
C -2.419 -0.910 0.043 0.635
```

Output
Total charge: +2
Orbital gap, eV: 8.37
Energy above the lowest of the compared OMol25 structures with the same formula, charge and spin, eV: 0.250
Highest occupied orbital energy, eV: -16.85
Molecular weight, g/mol: 160.161

Record 4
This record from the Open Molecules 2025 dataset describes a cluster of 9 separate species, C27H55NO9 in total at a distorted geometry. The level of theory is ωB97M-V/def2-TZVPD.

XYZ file:
```
92
Properties=species:S:1:pos:R:3:mulliken_charge:R:1
H 6.560 -3.159 0.509 0.247
H -6.170 -4.709 -1.119 0.314
O -0.580 1.186 -6.544 -0.549
H 1.643 -3.733 4.939 0.307
H 5.038 -1.531 2.494 0.301
H -7.762 4.445 1.633 0.297
H -9.049 0.748 0.154 0.260
H -1.525 -0.786 1.237 0.339
H 0.944 -4.185 -5.210 0.300
H -8.882 0.953 1.861 0.303
C -5.856 -2.788 -2.072 0.719
H 1.037 -4.154 6.494 0.272
H 2.301 -1.514 -4.040 0.341
H 2.737 10.093 -2.164 0.317
C 5.278 1.293 7.824 0.727
H -5.610 -1.122 -3.479 0.320
H 0.078 -3.185 5.356 0.304
C 6.664 1.348 8.593 -0.911
O 0.491 9.344 -2.062 -0.560
C -5.797 -4.332 -2.072 -0.979
H 5.563 0.197 1.891 0.330
H 2.029 -6.425 4.768 0.297
H 4.873 3.255 6.650 0.318
N 1.585 -3.334 -3.267 0.101
C 1.200 7.205 -1.225 -1.010
H -7.024 -2.237 -3.658 0.274
H -10.496 1.278 1.117 0.284
H 4.496 3.113 8.411 0.263
H -5.417 -2.653 -4.253 0.330
H 6.769 -3.425 2.244 0.335
H 0.180 6.894 -1.449 0.283
H 0.513 0.390 -0.712 0.221
H 1.326 7.271 -0.144 0.277
H -0.269 1.984 -0.692 0.300
C -0.332 0.916 1.265 0.815
C -9.415 1.341 0.993 -0.901
H 1.001 1.559 -8.477 0.289
O 0.581 1.354 1.944 -0.581
H 3.543 2.365 7.085 0.313
C -0.297 0.976 -0.277 -0.877
H 3.341 -2.211 -2.944 0.295
H -2.452 -0.414 -8.076 0.268
H 0.127 0.144 -9.320 0.297
H -0.277 -4.170 -3.977 0.273
H 3.576 8.472 -1.819 0.328
H 6.865 0.515 9.266 0.302
H 2.977 9.643 -0.559 0.285
H 8.238 -3.096 1.167 0.272
C 2.647 -2.501 -3.732 -0.977
O -5.838 -2.184 -1.017 -0.556
O 7.922 -0.650 1.401 -0.556
C 0.073 1.126 -8.850 -1.018
H -6.915 3.109 0.852 0.264
C 1.496 -3.865 -2.036 0.222
C 4.542 2.596 7.453 -1.018
H 4.933 -0.979 0.929 0.255
O -1.112 -5.436 4.742 -0.559
O -9.877 3.557 0.264 -0.553
H -1.250 0.568 -0.611 0.274
C -1.507 0.166 1.767 -1.127
C 5.581 -0.889 1.801 -1.059
H -1.307 -0.056 2.815 0.315
H 0.546 -7.350 4.997 0.294
C 0.734 -4.050 5.452 -1.003
H -7.627 2.847 2.447 0.319
C 1.432 8.667 -1.660 0.785
H 3.176 -2.917 -4.590 0.330
H 6.604 2.193 9.278 0.296
C 0.618 -3.650 -4.318 -0.900
C -7.756 3.364 1.496 -0.978
H 1.938 6.490 -1.590 0.331
H -4.766 -4.653 -2.221 0.259
H -2.467 0.656 1.603 0.322
H -2.816 1.185 -8.864 0.350
H 0.589 -4.488 -2.013 0.283
C -2.332 0.668 -8.035 -1.022
O 4.858 0.144 7.686 -0.542
C -9.114 2.856 0.952 0.705
H -2.931 1.021 -7.196 0.313
O 2.357 -3.780 -1.182 -0.610
H 7.480 1.428 7.875 0.252
C 0.981 -6.497 4.476 -0.891
C 2.815 9.201 -1.542 -1.035
C -5.957 -2.155 -3.447 -1.018
H -0.357 1.819 -9.573 0.320
H 0.257 -2.666 -4.616 0.341
C 6.986 -1.412 1.526 0.838
C 7.182 -2.920 1.371 -0.962
C 0.110 -5.300 4.845 0.722
H -6.328 -4.780 -2.911 0.334
H 0.926 -6.634 3.396 0.258
C -0.870 1.030 -7.706 0.751
```

Output
SMILES: CN(C)C=O.CC(C)=O.CC(C)=O.CC(C)=O.CC(C)=O.CC(C)=O.CC(C)=O.CC(C)=O.CC(C)=O
Total charge: 0
Orbital gap, eV: 9.34
Energy above the lowest of the compared OMol25 structures with the same formula, charge and spin, eV: 0.000
Highest occupied orbital energy, eV: -9.34
Molecular weight, g/mol: 537.735

Record order is preserved below.
E_tot: -3513.97501; -3836.04215; -757.92240; -1793.56878 a.u.